{"formula": "C3H4N2OS", "method": "ωB97M-V/def2-TZVPD", "elements": ["C", "C", "C", "H", "H", "H", "H", "N", "N", "O", "S"], "coordinates": [[0.821, -1.046, -0.576], [0.220, 0.181, -0.935], [-0.517, 0.438, 0.264], [1.651, -2.401, -2.215], [1.939, -2.770, -0.310], [0.655, 0.622, -1.839], [-0.856, 2.202, 1.874], [1.562, -2.050, -1.122], [-0.415, -0.428, 1.201], [0.455, -1.323, 0.651], [-1.138, 2.053, 0.263]], "e_above_lowest_kj_mol": 397.9, "smiles": "Nc1cc(S)no1", "orbital_gap_ha": 0.3366, "energy_ev": -19034.924}